# 1
DFT (ωB97M-V with the def2-TZVPD basis set) results for C16H24O20PbS2 as an isolated structure in a non-equilibrium geometry.

XYZ file:
```
63
Properties=species:S:1:pos:R:3:mulliken_charge:R:1
O 0.459 0.444 -0.938 -0.20
H -2.141 -3.745 3.191 0.39
C 3.810 -2.306 -3.734 -1.47
H -4.282 2.884 1.594 0.28
H -3.376 6.227 0.869 0.36
C -3.453 3.466 1.202 -0.53
H -1.999 0.195 -4.315 0.30
O -1.390 -0.766 -1.330 0.05
H -2.922 -1.642 -2.444 0.31
O 4.209 1.607 4.542 -0.72
C -0.925 -1.601 -4.345 -1.43
C -2.068 -2.643 1.358 1.01
O 2.922 -1.611 -1.592 -0.26
H -3.034 0.141 -2.149 0.32
O -0.437 0.346 -3.013 -0.32
H 1.773 -2.534 -2.953 -0.66
H -3.732 -2.051 2.697 0.31
Pb 2.132 1.138 1.218 1.85
H 3.344 -1.674 -4.490 0.32
O 4.362 1.051 0.303 -0.66
O -2.441 -0.535 2.291 -0.36
H -2.199 -2.882 0.297 -0.08
O 3.369 3.145 0.833 -0.76
H -1.168 -4.545 1.963 0.35
O -2.363 2.601 0.885 -0.22
O -0.286 0.148 2.193 -0.40
C -1.195 3.186 1.252 0.46
C -0.329 0.038 -1.708 -0.05
O -0.869 -1.934 1.556 -0.23
O 5.757 2.806 1.168 -0.75
C -2.071 -3.956 2.122 -1.64
H -2.907 -4.590 1.818 0.40
H -3.720 3.962 0.264 0.28
O 2.173 0.553 5.331 -0.80
C -3.144 -1.671 1.852 -0.54
O 2.068 2.136 3.455 -0.78
C -2.858 4.502 2.167 0.42
C 2.982 -3.911 -1.853 -0.57
O 2.679 -1.594 0.654 -0.32
O -1.443 4.266 2.039 -0.36
H -0.168 -1.255 -5.047 0.36
S 4.639 2.541 0.268 1.35
O -0.117 2.870 0.908 -0.44
O 4.859 3.077 -1.085 -0.78
H 3.983 -4.350 -1.865 0.31
C -1.499 -0.433 -3.573 0.42
C 2.814 -2.594 -2.613 1.49
H -4.019 6.287 2.533 0.35
C -3.194 5.944 1.910 -1.46
H 4.614 -1.704 -3.317 0.38
H 2.234 -4.656 -2.126 0.29
C -2.378 -0.704 -2.361 -0.56
H -2.322 6.561 2.139 0.36
O 3.028 0.015 3.109 -0.74
H -0.405 -2.317 -3.702 0.19
O 2.698 -3.536 -0.506 -0.42
S 2.893 1.094 4.167 1.30
C -1.110 -0.664 1.994 0.41
H 4.030 -3.279 -4.173 0.40
H -1.721 -2.125 -4.876 0.43
C 2.763 -2.171 -0.366 0.43
H -3.929 -1.475 1.112 0.25
H -2.977 4.221 3.217 0.37
```

Calculated values
Net charge: -2
HOMO-LUMO gap in eV: 3.8
LUMO energy in eV: 3.1
HOMO energy in eV: -0.76

---

# 2
DFT (ωB97M-V with the def2-TZVPD basis set) results for C4H7NO as an isolated structure in a non-equilibrium geometry.

XYZ file:
```
13
Properties=species:S:1:pos:R:3:mulliken_charge:R:1
O 0.703 0.879 0.053 -0.38
H -1.520 0.008 -2.293 0.30
H 1.774 -0.948 0.690 0.02
C -0.374 0.206 -0.509 0.65
H 0.182 0.494 -2.542 0.27
H -0.059 -1.586 1.927 0.27
H 2.080 -0.104 1.407 0.35
H -0.983 1.671 -1.927 0.29
C -0.261 -0.602 1.515 -0.33
H -0.929 -0.067 2.204 0.23
N -0.947 -0.667 0.210 -0.49
C -0.699 0.614 -1.905 -0.99
C 1.031 0.103 1.169 -0.20
```

Calculated values
HOMO-LUMO gap in eV: 10.0
LUMO energy in eV: 0.9
HOMO energy in eV: -9.15